Record 1
16
Properties=species:S:1:pos:R:3 method="wB97M-V/def2-TZVPD" lumo_energy_ev=0.4 de_lowest_kj_mol=740.8 fmax_ev_per_a=11.11 charge=0 energy_ha=-413.13389
O -0.11556 1.50110 -0.23425
N 2.53008 0.41158 0.20925
N -2.39791 0.22108 -0.54410
N 1.36165 -1.32266 -0.82519
N -2.00287 -0.78214 0.21670
C -0.84087 -0.64629 0.75288
C 1.37099 -0.27237 0.04733
C 0.29631 0.38736 0.46382
H 0.46150 0.91485 1.49892
H 3.24852 -0.40949 0.00122
H -0.32446 -1.42637 1.47151
H -3.46151 0.42126 -0.29771
H 0.27133 -1.63453 -0.55454
H -2.08902 1.07069 0.13143
H -0.95644 1.11993 -0.85109
H 2.37936 1.42757 -0.50657

=====

Record 2
16
Properties=species:S:1:pos:R:3 method="wB97M-V/def2-TZVPD" lumo_energy_ev=0.8 de_lowest_kj_mol=99.5 fmax_ev_per_a=0.88 charge=0 smiles="NNC(N)=O.CC#N" energy_ha=-413.37814
O -0.42835 -1.84525 0.60528
N 1.01091 1.42114 -0.79513
N -1.18410 -0.80160 -1.27334
N -1.83079 1.41366 0.32858
N -1.40233 0.17024 0.81225
C -0.94648 -0.87979 0.07434
C 1.62659 0.65417 -0.20789
C 2.37760 -0.31775 0.52346
H 2.77073 0.13105 1.43443
H -1.22837 0.10722 -1.70516
H -1.07605 1.87263 -0.18828
H -2.63346 1.29118 -0.28435
H -1.22705 0.13626 1.80603
H 1.71485 -1.14746 0.78093
H -0.74420 -1.52073 -1.82313
H 3.20052 -0.68498 -0.08803

=====

Record 3
17
Properties=species:S:1:pos:R:3 method="wB97M-V/def2-TZVPD" lumo_energy_ev=0.8 de_lowest_kj_mol=172.2 fmax_ev_per_a=2.69 charge=0 smiles="[H]/N=C/N(N)[C@@H](N)C(=O)O" energy_ha=-488.57618
O 2.11238 -1.02741 -0.78937
O 1.47983 0.98220 -1.54630
N 0.16297 -1.50668 1.56726
N -0.25672 -0.44104 0.75883
N -0.83386 1.77130 0.65620
N -1.11376 0.33284 -1.47534
C -0.47443 0.74168 1.35467
C 1.24044 -0.24954 -1.10088
C -0.23219 -0.54068 -0.85423
H 1.12649 -1.73998 1.32603
H -0.41022 -2.32283 1.36366
H -1.09244 1.28732 -0.81345
H -2.06159 -0.02407 -1.40925
H -0.42021 -1.60466 -1.03662
H -1.10899 2.57686 1.20219
H -0.55699 0.66349 2.44419
H 2.43929 1.10120 -1.64761

=====

Record 4
20
Properties=species:S:1:pos:R:3 method="wB97M-V/def2-TZVPD" lumo_energy_ev=0.1 de_lowest_kj_mol=0.0 fmax_ev_per_a=4.47 charge=0 energy_ha=-714.06286
O -0.73488 -1.59600 1.35914
O -2.20406 -0.80380 2.68190
O -1.06886 1.64986 3.07593
O -0.67217 2.20522 -1.37111
O -1.22638 2.64745 1.15514
N -1.20635 1.63510 1.87415
N 0.37408 0.28417 -0.70435
N -1.20444 0.49600 1.16513
N -1.37366 -0.69356 1.86213
C 1.47517 -0.68782 -0.70418
C 0.22601 1.28971 -1.45717
C 1.12547 -2.03371 -1.22798
H 0.69362 -2.12529 -2.12445
H 1.83393 -0.67635 0.31237
H -0.38790 0.17432 0.14417
H 1.94668 -2.82210 -1.34851
H 0.35532 -2.52314 -0.61189
H -1.31625 2.36227 -0.61283
H 2.37269 -0.35397 -1.27682
H 0.99199 1.57164 -2.19078

=====

| no. | molecular weight (u) |
| --- | --- |
| 1 | 116.124 |
| 2 | 116.124 |
| 3 | 132.123 |
| 4 | 180.120 |